The following is a DFT calculation (ωB97M-V with the def2-TZVPD basis set) of C28H24N5O2PdS as an isolated structure.

Geometry as XYZ:
```
61
C28H24N5O2PdS | OMol25 | ωB97M-V with the def2-TZVPD basis set
Pd -0.946 0.292 -0.206
C 1.693 -5.913 0.366
C 1.127 -4.593 0.816
C 0.236 -3.879 0.012
C -0.281 -2.678 0.449
C 0.082 -2.171 1.691
C 0.970 -2.860 2.504
C 1.486 -4.067 2.050
S -0.636 -0.699 2.311
O -2.041 -0.688 1.926
O -0.292 -0.602 3.696
N 0.075 0.514 1.452
C -0.056 1.809 2.091
C 0.581 2.100 3.262
C 0.456 3.378 3.854
C -0.268 4.361 3.248
C -0.901 4.097 2.010
C -1.608 5.086 1.285
C -2.153 4.786 0.075
C -2.017 3.468 -0.413
N -1.403 2.514 0.237
C -0.816 2.813 1.447
H 1.329 -6.187 -0.623
H 1.419 -6.707 1.061
H 2.783 -5.874 0.331
H -0.045 -4.271 -0.958
H -0.970 -2.107 -0.166
H 1.234 -2.463 3.473
H 2.177 -4.619 2.675
H 1.182 1.341 3.740
H 0.956 3.570 4.793
H -0.352 5.346 3.690
H -1.696 6.083 1.699
H -2.685 5.525 -0.506
H -2.452 3.206 -1.370
N 2.661 2.075 -1.750
C 1.358 1.931 -1.430
N 1.006 0.680 -1.287
C 2.164 -0.063 -1.521
C 2.373 -1.440 -1.500
C 3.643 -1.897 -1.774
C 4.695 -1.008 -2.068
C 4.501 0.355 -2.096
C 3.212 0.803 -1.815
H 3.144 2.943 -1.905
H 0.696 2.773 -1.300
H 1.566 -2.120 -1.273
H 3.839 -2.960 -1.765
H 5.679 -1.406 -2.278
H 5.308 1.039 -2.324
C -4.865 -0.220 -2.896
C -4.519 -1.132 -1.915
C -3.288 -1.007 -1.298
N -2.418 -0.041 -1.626
C -2.755 0.831 -2.585
C -3.968 0.777 -3.241
H -5.825 -0.289 -3.390
H -5.190 -1.923 -1.617
H -2.994 -1.665 -0.491
H -1.996 1.556 -2.847
H -4.195 1.500 -4.011
```

For the molar mass, the calculation gives 601.020 u. The strongest force on any atom is 0.014 Eh/bohr. As for the total charge: +1. The calculation puts the relative energy (zero: lowest compared OMol25 entry of this formula, charge and spin) at 181.6 kJ/mol. The value obtained for the HOMO energy (spin up / spin down) is -0.403 / -0.403 hartree. For the frontier orbital gap (spin up / spin down), the calculation gives 7.4 / 7.4 eV. The value obtained for the total energy is -2031.54027 Ha.

The following is a DFT calculation (ωB97M-V with the def2-TZVPD basis set) of C28H25BMgN9O3S as an isolated structure.

Geometry as XYZ:
```
68
C28H25BMgN9O3S | OMol25 | ωB97M-V with the def2-TZVPD basis set
Mg -0.060 0.765 -0.014
C -1.080 5.098 -0.730
C -0.386 3.943 -1.102
N -0.593 2.957 -0.243
N -1.416 3.455 0.706
C -1.721 4.731 0.433
B -1.841 2.625 1.947
N -0.564 2.110 2.663
C -0.223 2.205 3.956
C 1.032 1.658 4.123
C 1.393 1.243 2.837
N 0.435 1.517 1.966
N -2.678 1.416 1.494
C -3.945 1.068 1.755
C -4.196 -0.144 1.141
C -2.987 -0.465 0.512
N -2.086 0.479 0.728
H -1.104 6.051 -1.229
H 0.250 3.783 -1.959
H -2.372 5.284 1.090
H -2.484 3.316 2.696
H -0.897 2.660 4.663
H 1.595 1.561 5.034
H 2.288 0.748 2.494
H -4.567 1.697 2.370
H -5.110 -0.710 1.149
H -2.708 -1.328 -0.073
O 1.947 -6.003 4.261
C 1.540 -4.707 4.471
O 1.506 -4.311 5.613
C 1.177 -3.928 3.287
C 0.564 -2.670 3.466
C 0.208 -1.883 2.411
C 0.458 -2.263 1.049
C 1.052 -3.563 0.881
C 1.396 -4.336 1.965
N 0.149 -1.418 0.071
C 0.151 -1.889 -1.253
C -0.168 -1.083 -2.303
C -0.242 -1.591 -3.662
C -0.509 -0.772 -4.700
C -0.735 0.621 -4.466
C -0.686 1.041 -3.163
N -0.404 0.289 -2.093
H 1.859 -6.199 3.323
H 0.364 -2.343 4.479
H -0.305 -0.945 2.584
H 1.273 -3.932 -0.109
H 1.879 -5.286 1.742
H 0.284 -2.944 -1.466
H -0.085 -2.653 -3.815
H -0.566 -1.173 -5.707
H -0.971 1.313 -5.262
H -0.886 2.086 -2.938
S -4.422 1.235 -2.496
C -3.400 2.083 -1.753
O 2.014 0.831 -0.385
N 2.431 0.414 -1.558
C 2.479 1.254 -2.603
C 2.862 0.806 -3.847
C 3.214 -0.529 -4.013
C 3.179 -1.371 -2.918
C 2.761 -0.888 -1.693
H 2.172 2.261 -2.373
H 2.867 1.503 -4.672
H 3.503 -0.904 -4.984
H 3.426 -2.419 -3.001
H 2.685 -1.457 -0.779
```

For the molar mass, the calculation gives 602.752 u. The strongest force on any atom is 0.012 Eh/bohr. As for the total charge: -1. The calculation puts the relative energy (zero: lowest compared OMol25 entry of this formula, charge and spin) at 53.8 kJ/mol. The value obtained for the HOMO energy is -0.086 hartree. For the frontier orbital gap, the calculation gives 4.7 eV. The value obtained for the total energy is -2423.81870 Ha.

The following is a DFT calculation (ωB97M-V with the def2-TZVPD basis set) of a 4-piece molecular cluster, C28H25BrCl2F3NO3 overall.

Geometry as XYZ:
```
63
C28H25BrCl2F3NO3 | OMol25 | ωB97M-V with the def2-TZVPD basis set
C 6.553 0.267 0.734
C 5.967 0.980 -0.541
Cl 7.118 0.590 -1.929
C 5.893 2.576 -0.357
Cl 6.792 3.406 -1.732
C 4.424 3.151 -0.448
O 4.317 4.337 -0.444
O 3.349 2.266 -0.573
C 2.216 2.640 0.194
O 1.509 3.661 -0.484
Br 2.620 3.186 2.058
C 1.270 1.363 0.223
C 0.179 1.317 -0.751
C -0.598 0.059 -0.647
C -0.183 -0.876 0.378
N 0.825 -0.798 1.274
C 1.582 0.325 1.190
H 7.660 0.414 0.719
H 6.064 0.590 1.691
H 6.336 -0.826 0.623
H 5.002 0.497 -0.818
H 6.437 2.885 0.564
H 0.696 3.870 0.010
H -0.025 2.104 -1.501
H -1.455 -0.146 -1.335
H -0.804 -1.808 0.443
H 2.446 0.414 1.892
F -2.792 3.426 0.107
C -3.978 2.803 -0.028
C -4.619 2.317 1.097
C -5.846 1.679 0.959
C -6.409 1.526 -0.304
C -5.751 2.016 -1.426
C -4.530 2.664 -1.288
H -4.160 2.439 2.070
H -6.360 1.301 1.833
H -7.362 1.025 -0.413
H -6.189 1.893 -2.409
H -4.007 3.060 -2.150
F -8.218 -0.044 1.327
C -8.504 -0.569 2.534
C -9.800 -0.505 3.011
C -10.095 -1.051 4.253
C -9.088 -1.643 5.007
C -7.789 -1.696 4.518
C -7.494 -1.161 3.271
H -10.569 -0.032 2.412
H -11.108 -1.013 4.634
H -9.319 -2.065 5.979
H -7.004 -2.155 5.108
H -6.489 -1.200 2.869
F 5.326 -2.543 -1.981
C 6.049 -3.330 -2.798
C 5.465 -4.461 -3.339
C 6.210 -5.272 -4.186
C 7.532 -4.948 -4.472
C 8.107 -3.811 -3.917
C 7.361 -2.994 -3.079
H 4.437 -4.701 -3.098
H 5.761 -6.156 -4.622
H 8.113 -5.584 -5.130
H 9.138 -3.561 -4.137
H 7.789 -2.100 -2.644
```

For the molar mass, the calculation gives 631.316 u. The strongest force on any atom is 0.079 Eh/bohr. Its SMILES is C[C@H](Cl)[C@@H](Cl)C(=O)O[C@](O)(Br)c1cccnc1.Fc1ccccc1.Fc1ccccc1.Fc1ccccc1. The calculation puts the relative energy (zero: lowest compared OMol25 entry of this formula, charge and spin) at 0.0 kJ/mol. The value obtained for the HOMO energy is -0.339 hartree. For the frontier orbital gap, the calculation gives 9.5 eV. The value obtained for the total energy is -5156.36800 Ha.

The following is a DFT calculation (ωB97M-V with the def2-TZVPD basis set) of C28H25Cl2EuN9O2SSi as an isolated structure.

Geometry as XYZ:
```
69
C28H25Cl2EuN9O2SSi | OMol25 | ωB97M-V with the def2-TZVPD basis set
Eu -0.408 -0.726 0.032
Cl 4.774 -3.188 -4.717
C 3.269 -2.571 -4.094
C 3.100 -2.465 -2.725
C 1.915 -1.986 -2.156
N 1.703 -1.877 -0.780
C 2.724 -1.965 0.075
O 3.941 -2.089 -0.136
C 2.323 -1.857 1.537
C 3.335 -1.689 2.483
C 3.008 -1.631 3.823
C 1.679 -1.800 4.188
C 0.739 -1.953 3.185
N 1.040 -1.949 1.886
C 0.851 -1.600 -3.031
C 1.069 -1.694 -4.412
C 2.251 -2.180 -4.942
Cl 2.431 -2.265 -6.670
N -0.370 -1.219 -2.460
C -1.383 -0.799 -3.231
O -1.380 -0.427 -4.413
C -2.738 -0.803 -2.543
C -3.865 -0.626 -3.342
C -5.118 -0.660 -2.761
C -5.207 -0.867 -1.391
C -4.037 -1.020 -0.670
N -2.823 -0.991 -1.224
H 3.912 -2.757 -2.082
H 4.355 -1.620 2.132
H 3.772 -1.477 4.576
H 1.371 -1.800 5.225
H -0.308 -2.078 3.434
H 0.296 -1.373 -5.085
H -3.713 -0.470 -4.399
H -6.009 -0.525 -3.363
H -6.164 -0.917 -0.888
H -4.073 -1.172 0.402
N 3.228 2.199 1.419
C 3.783 1.973 0.181
C 2.926 1.128 -0.457
N 1.870 0.832 0.359
C 2.067 1.494 1.477
C 1.114 1.480 2.556
N 0.036 0.725 2.537
C -0.679 1.050 3.660
C -0.011 1.999 4.376
N 1.138 2.263 3.668
H 3.618 2.785 2.132
H 4.717 2.414 -0.120
H 3.013 0.684 -1.436
H -1.621 0.560 3.852
H -0.233 2.489 5.307
H 1.814 2.970 3.892
S -1.904 -3.067 1.166
C -2.399 -1.827 2.126
N -2.789 -0.981 2.833
C -3.110 2.273 1.138
Si -1.617 1.938 -0.027
C -0.498 3.454 0.403
C -2.303 2.411 -1.765
H -3.673 3.135 0.772
H -2.779 2.477 2.158
H -3.787 1.417 1.189
H -1.045 4.382 0.225
H 0.422 3.484 -0.188
H -0.219 3.429 1.461
H -3.370 2.187 -1.831
H -1.812 1.857 -2.571
H -2.159 3.476 -1.954
```

For the molar mass, the calculation gives 802.592 u. The spin multiplicity is 7. The strongest force on any atom is 0.025 Eh/bohr. As for the total charge: -1. The calculation puts the relative energy (zero: lowest compared OMol25 entry of this formula, charge and spin) at 5.7 kJ/mol. The value obtained for the HOMO energy (spin up / spin down) is -0.162 / -0.158 hartree. As for the expectation value of S²: 12.13. For the frontier orbital gap (spin up / spin down), the calculation gives 6.1 / 6.0 eV. The value obtained for the total energy is -4043.92800 Ha.

The following is a DFT calculation (ωB97M-V with the def2-TZVPD basis set) of C28H25Cl5N2ORuS as an isolated structure.

Geometry as XYZ:
```
63
C28H25Cl5N2ORuS | OMol25 | ωB97M-V with the def2-TZVPD basis set
Ru -0.057 -0.463 -0.895
C 1.120 -2.631 4.399
C 0.258 -2.805 3.147
C -0.930 -1.867 3.095
C -2.013 -2.198 3.883
C -3.242 -1.501 3.910
C -3.390 -0.441 3.087
C -2.319 -0.030 2.220
C -2.780 0.800 0.973
C -2.194 1.552 2.055
C -1.053 -0.755 2.216
N -0.080 -0.346 1.363
C 1.208 -0.335 1.779
C 2.234 -0.351 0.883
C 3.645 -0.390 1.057
C 4.177 -0.617 -0.180
C 3.087 -0.699 -1.093
N 1.931 -0.540 -0.476
H 1.926 -3.363 4.409
H 0.523 -2.778 5.300
H 1.565 -1.637 4.467
H -0.136 -3.824 3.145
H 0.863 -2.725 2.246
H -1.920 -3.078 4.511
H -4.040 -1.836 4.557
H -4.313 0.126 3.058
H -3.853 0.834 0.846
H -2.196 0.627 0.083
H -2.820 2.119 2.728
H -3.469 2.275 -1.175
H -1.159 1.857 1.980
H 1.420 -0.250 2.841
H 4.169 -0.287 1.994
H 5.216 -0.728 -0.441
H 3.139 -0.873 -2.154
Cl 1.944 -0.037 -4.110
C 0.632 -1.157 -3.956
C -0.080 -1.249 -2.766
C -1.183 -2.077 -2.800
Cl -2.150 -1.970 -1.318
C -1.586 -2.859 -3.863
Cl -2.981 -3.849 -3.753
C -0.812 -2.795 -5.020
Cl -1.231 -3.757 -6.374
C 0.286 -1.932 -5.068
Cl 1.204 -1.827 -6.513
C -3.717 2.249 -2.236
S -0.110 1.499 -1.688
O -0.493 1.835 -3.060
C 1.243 2.553 -1.254
C 1.919 3.226 -2.263
C 2.996 4.027 -1.917
C 3.372 4.156 -0.585
C 2.673 3.490 0.414
C 1.601 2.679 0.080
H -3.040 2.906 -2.777
H -4.743 2.586 -2.367
H -3.612 1.235 -2.618
H 1.593 3.124 -3.289
H 3.541 4.554 -2.688
H 4.211 4.787 -0.324
H 2.960 3.608 1.450
H 1.044 2.151 0.845
```

For the molar mass, the calculation gives 715.923 u. The spin multiplicity is 2. The strongest force on any atom is 0.009 Eh/bohr. As for the total charge: +1. The calculation puts the relative energy (zero: lowest compared OMol25 entry of this formula, charge and spin) at 163.7 kJ/mol. The value obtained for the HOMO energy (spin up / spin down) is -0.395 / -0.403 hartree. As for the expectation value of S²: 0.80. For the frontier orbital gap (spin up / spin down), the calculation gives 6.1 / 6.3 eV. The value obtained for the total energy is -4060.44105 Ha.

The following is a DFT calculation (ωB97M-V with the def2-TZVPD basis set) of C28H25ClOSiV as an isolated structure.

Geometry as XYZ:
```
57
C28H25ClOSiV | OMol25 | ωB97M-V with the def2-TZVPD basis set
C 2.338 -1.687 -1.610
C 2.410 -1.928 -3.047
C 1.086 -2.246 -3.520
H 3.350 -2.102 -3.581
C 0.197 -2.172 -2.375
C 0.967 -1.757 -1.222
H 0.674 -1.694 -0.208
H 3.132 -1.675 -0.923
H 0.876 -2.718 -4.482
H -0.832 -2.521 -2.318
V 1.086 -0.079 -3.207
Cl 2.226 1.908 -2.425
C 1.511 1.988 -4.652
C 0.248 1.328 -4.980
C 0.575 0.094 -5.626
H -0.714 1.812 -4.976
C 2.019 -0.019 -5.691
C 2.586 1.121 -5.117
H 3.623 1.433 -5.157
H 1.603 3.026 -4.350
H -0.122 -0.530 -6.188
H 2.556 -0.753 -6.302
O 0.094 0.310 -0.448
Si -0.497 0.280 1.004
C -1.172 -1.396 1.624
C -2.091 -2.114 0.849
C -2.598 -3.332 1.293
C -2.232 -3.857 2.536
C -1.413 -3.099 3.359
C -0.873 -1.875 2.905
C 0.868 0.774 2.287
C 0.805 1.846 3.196
C 1.834 2.029 4.150
C 2.889 1.126 4.244
C 2.929 0.051 3.356
C 1.947 -0.104 2.376
C -1.951 1.464 1.337
C -3.045 1.124 2.148
C -4.011 2.089 2.470
C -3.874 3.408 2.059
C -2.728 3.758 1.347
C -1.778 2.805 0.985
H -2.416 -1.734 -0.116
H -3.266 -3.896 0.666
H -2.580 -4.844 2.858
H -1.155 -3.455 4.364
H -0.207 -1.326 3.570
H -0.020 2.564 3.185
H 1.829 2.917 4.797
H 3.677 1.274 4.995
H 3.748 -0.646 3.412
H 2.033 -0.940 1.685
H -3.147 0.125 2.578
H -4.883 1.790 3.049
H -4.640 4.144 2.304
H -2.593 4.788 1.071
H -0.879 3.125 0.461
```

For the molar mass, the calculation gives 491.990 u. The spin multiplicity is 4. The strongest force on any atom is 0.077 Eh/bohr. As for the total charge: -2. The calculation puts the relative energy (zero: lowest compared OMol25 entry of this formula, charge and spin) at 21.8 kJ/mol. The value obtained for the HOMO energy (spin up / spin down) is 0.028 / 0.006 hartree. As for the expectation value of S²: 3.77. For the frontier orbital gap (spin up / spin down), the calculation gives 3.9 / 4.5 eV. The value obtained for the total energy is -2850.87348 Ha.